[1]
ORCA calculation (the ωB97M-V functional and the def2-TZVPD basis) on a gas-phase ion, C4H8N3 (charge +1).

The spin multiplicity is 3. The orbital gap (spin up / spin down) comes out at 5.440 / 5.523 eV. The HOMO energy (spin up / spin down) comes out at -9.13 / -14.78 eV. As for the total energy: -8734.385 eV. The total charge is +1. The energy relative to the best compared isomer or geometry (same formula, charge and spin) is 2.944 eV.

Last column: Löwdin spin population.
Atoms and positions in Å:
C  0.3416  -0.4733  2.3620  0.082
C  1.3738  1.0275  -0.7482  0.527
C  -0.9338  -0.7329  0.3543  0.094
C  -0.8663  0.0936  -0.9586  0.027
N  -0.1696  -0.1573  1.3379  0.403
N  1.0417  -0.6750  3.3020  0.397
N  0.5426  0.2440  -1.2973  0.297
H  1.2065  1.9137  -0.2003  0.048
H  2.4610  0.8426  -0.6986  0.044
H  -1.9609  -0.8592  0.4671  0.018
H  -0.3801  -1.6206  0.0355  0.041
H  -1.4215  -0.4147  -1.8161  0.000
H  -1.1303  1.1297  -1.0078  0.003
H  1.1988  -0.7715  4.2375  0.017
H  1.0858  -0.6301  -1.6634  0.000

Force components x, y, z for each atom (eV/Å):
C 1.63 -0.91 3.24
C 5.73 3.90 3.42
C 0.25 1.27 -3.87
C 1.64 -0.47 -1.62
N -0.70 0.95 -1.24
N -0.89 1.02 -2.99
N -1.64 -6.75 -4.42
H -1.25 0.87 0.21
H -0.79 -0.48 -0.57
H -1.75 -0.93 1.58
H -0.38 -0.68 0.45
H 0.74 0.41 1.35
H -1.24 0.57 0.97
H 0.63 -0.67 2.90
H -1.98 1.92 0.58



[2]
ORCA calculation (the ωB97M-V functional and the def2-TZVPD basis) on 2 unconnected molecules or ions with the total composition C4H8N3O3S.

The orbital gap (spin up / spin down) comes out at 9.740 / 6.215 eV. The HOMO energy (spin up / spin down) comes out at -14.18 / -13.30 eV. As for the total energy: -25711.936 eV. The total charge is +1. The energy relative to the best compared isomer or geometry (same formula, charge and spin) is 6.256 eV.

Last column: Mulliken charge in e.
Atoms and positions in Å:
C  2.6942  -1.1941  -0.5645  -0.694
C  2.4978  0.0885  -0.0095  0.000
C  1.4226  -1.7629  -0.4061  -0.071
C  0.5679  1.3743  0.9525  -0.702
N  1.2205  0.2065  0.3854  0.114
N  0.5581  -0.9456  0.1653  -0.126
N  -2.5733  1.3224  -0.9670  -0.218
O  -1.6648  -2.2918  -0.1659  -0.494
O  -1.6278  -0.4106  1.4685  -0.368
O  -3.5666  1.3866  -0.1447  -0.185
S  -1.2901  -0.9592  0.2179  0.916
H  3.5755  -1.6812  -1.1032  0.336
H  3.2263  0.7842  -0.3735  0.377
H  1.0177  -2.6778  -0.6487  0.511
H  -0.3540  1.3965  0.3742  0.189
H  0.2565  1.0941  1.9469  0.413
H  1.2982  2.0527  1.1374  0.412
H  -2.8024  1.1785  -1.8907  0.222
H  -4.4561  1.0389  -0.3742  0.369

Force components x, y, z for each atom (eV/Å):
C -1.07 -0.91 0.14
C 0.11 -1.89 -2.13
C 1.20 -0.42 -0.51
C -2.22 -3.56 0.40
N 1.55 0.92 0.10
N 0.55 1.18 0.63
N 2.18 0.24 2.74
O 0.60 0.37 0.05
O -0.18 0.41 1.49
O -0.73 0.00 1.17
S -0.52 -0.69 -1.79
H -1.44 1.07 1.15
H -0.13 1.43 1.28
H -0.34 -2.08 -0.77
H 0.21 1.91 -0.11
H -0.26 -0.16 0.45
H 1.62 2.87 -0.57
H -1.54 -0.81 -2.88
H 0.42 0.10 -0.83



[3]
ORCA calculation (the ωB97M-V functional and the def2-TZVPD basis) on C4H8N3OP in the gas phase.

Its structure (SMILES) is C[P@@](N)(=O)n1ccnc1. The orbital gap comes out at 9.853 eV. The HOMO energy comes out at -9.33 eV. As for the total energy: -20085.195 eV. The energy relative to the best compared isomer or geometry (same formula, charge and spin) is 0.237 eV.

Last column: Mulliken charge in e.
Atoms and positions in Å:
C  -1.5328  -1.3443  -1.1144  -1.007
P  -0.6844  0.2402  -1.0285  0.726
N  0.6218  0.2215  -2.0995  -0.642
O  -1.4318  1.4867  -1.2678  -0.715
N  -0.0258  0.3067  0.5561  0.136
C  0.9655  -0.5054  1.1404  -0.136
C  1.4190  0.1358  2.2590  -0.603
N  0.8033  1.4273  2.3689  -0.566
C  -0.0761  1.4064  1.4087  -0.108
H  -1.6082  -1.8283  -0.0690  0.331
H  -2.4314  -0.9231  -1.2876  0.380
H  -1.1265  -2.1038  -1.7756  0.345
H  1.1401  1.1871  -1.9285  0.318
H  1.4313  -0.3997  -1.9056  0.318
H  1.1494  -1.4579  0.5458  0.323
H  2.0895  -0.0692  3.0446  0.444
H  -0.7029  2.2200  1.1530  0.457

Force components x, y, z for each atom (eV/Å):
C 2.97 -1.35 2.96
P 1.58 0.70 -0.13
N 2.51 1.94 1.10
O -0.47 -0.69 0.25
N 0.79 0.53 1.87
C -0.28 -1.23 -1.25
C -1.03 1.70 -0.91
N -0.57 -2.42 -0.61
C 0.61 0.43 -0.83
H 0.28 0.93 -1.51
H -3.66 0.40 -1.31
H -0.32 0.37 -0.44
H -1.75 -2.12 -0.75
H -1.12 -0.14 -0.13
H 0.20 1.22 1.57
H 0.84 -0.83 0.27
H -0.59 0.57 -0.14



[4]
ORCA calculation (the ωB97M-V functional and the def2-TZVPD basis) on C4H8N3OP in the gas phase.

The spin multiplicity is 3. The orbital gap (spin up / spin down) comes out at 7.265 / 6.956 eV. The HOMO energy (spin up / spin down) comes out at -6.38 / -9.12 eV. As for the total energy: -20079.473 eV.

Last column: Löwdin spin population.
Atoms and positions in Å:
C  0.8964  -1.4848  0.2645  0.713
C  -0.3827  1.4480  0.2282  0.007
C  1.0631  0.3989  -1.5228  0.075
C  -0.2893  0.2126  -0.7959  0.016
N  -0.5113  -1.2198  -0.3917  0.228
N  0.0542  1.3533  1.5228  0.024
N  -1.6452  -1.4571  0.2803  0.021
O  -0.8882  2.4893  -0.1070  0.003
P  2.2838  -0.7057  -0.4353  0.815
H  0.9071  -2.2443  0.9988  0.039
H  1.1572  0.0531  -2.5920  0.018
H  1.4897  1.4486  -1.5108  0.009
H  -1.1091  0.5008  -1.4921  -0.002
H  0.5304  0.4894  1.8184  0.018
H  0.0834  2.2137  2.1152  0.002
H  -1.8583  -2.4731  0.4022  0.001
H  -1.7811  -1.0228  1.2170  0.012

Force components x, y, z for each atom (eV/Å):
C -5.06 -0.79 -0.24
C -0.43 -0.60 1.19
C 1.69 -0.61 0.51
C -1.42 1.57 -1.51
N 6.74 2.18 1.02
N 0.79 -0.95 0.48
N -2.81 -1.46 1.95
O -0.19 0.28 -1.20
P 0.98 1.77 -2.03
H -0.07 -0.80 0.59
H -0.61 0.14 1.15
H -0.88 -1.10 0.15
H 0.40 -0.34 0.42
H -0.30 0.87 -0.06
H -0.07 -1.33 -1.03
H 0.55 1.27 -0.54
H 0.67 -0.07 -0.85



[5]
ORCA calculation (the ωB97M-V functional and the def2-TZVPD basis) on C4H8N4 in the gas phase.

The orbital gap (spin up / spin down) comes out at 7.412 / 6.586 eV. The HOMO energy (spin up / spin down) comes out at -6.68 / -6.26 eV. As for the total energy: -10235.070 eV. The energy relative to the best compared isomer or geometry (same formula, charge and spin) is 3.172 eV.

Last column: Mulliken charge in e.
Atoms and positions in Å:
C  -0.1175  0.4793  -1.0745  0.452
C  -0.3459  -0.8326  -0.6319  -0.189
N  -1.1041  -1.8599  -1.1537  -0.516
N  1.1560  -1.1496  1.3179  -0.484
C  -0.0227  -0.5439  0.7967  -0.285
C  0.0192  2.0168  0.9297  -0.401
N  0.1213  0.8795  0.2940  0.074
N  -0.1308  1.0870  -2.1898  -0.818
H  -1.1572  -1.8406  -2.1634  0.280
H  -0.9051  -2.7736  -0.7607  0.246
H  0.0554  2.0804  -2.1349  0.188
H  1.9166  -1.1170  0.6453  0.284
H  1.4552  -0.7321  2.1938  0.229
H  -0.8227  -0.6494  1.5487  0.394
H  -0.0441  2.0235  2.0055  0.293
H  -0.0736  2.9323  0.3774  0.254

Force components x, y, z for each atom (eV/Å):
C 0.34 0.09 0.32
C -0.44 -0.44 0.31
N 0.49 0.17 0.14
N 0.27 -0.13 0.23
C 0.13 0.35 -0.06
C 0.02 -0.01 0.06
N -0.47 -0.57 -0.13
N -0.20 0.29 -0.54
H -0.05 -0.13 0.08
H -0.07 0.18 -0.25
H 0.00 0.04 0.12
H -0.11 0.05 0.09
H -0.05 -0.16 -0.07
H 0.00 0.20 -0.17
H 0.14 -0.09 0.08
H 0.00 0.15 -0.22



[6]
ORCA calculation (the ωB97M-V functional and the def2-TZVPD basis) on a molecular structure, C4H8N4.

The orbital gap (spin up / spin down) comes out at 7.967 / 7.968 eV. The HOMO energy (spin up / spin down) comes out at -7.81 / -7.81 eV. As for the total energy: -10232.212 eV. The energy relative to the best compared isomer or geometry (same formula, charge and spin) is 6.030 eV.

Last column: Mulliken charge in e.
Atoms and positions in Å:
N  0.9050  0.5900  0.8552  -0.274
C  -0.3813  0.2843  -1.1424  0.053
C  0.4049  -0.3761  -0.1063  0.987
N  2.1741  1.1345  0.4894  -0.723
C  -1.3077  -0.6669  0.2497  -0.399
C  -1.8839  -0.0325  1.2637  -0.706
N  -1.0282  0.4432  -2.1561  -0.484
N  1.1131  -1.4859  -0.2797  -0.792
H  1.0409  0.0786  1.7230  0.343
H  2.0146  1.9356  -0.1116  0.238
H  2.7160  0.4321  -0.0102  0.321
H  -0.5980  0.8895  -2.9625  0.301
H  0.7545  -2.0937  -1.0122  0.187
H  -1.6826  -1.5772  -0.2004  0.365
H  -2.7953  -0.4146  1.7090  0.286
H  -1.4460  0.8591  1.6912  0.297

Force components x, y, z for each atom (eV/Å):
N -0.33 -0.10 0.18
C 0.23 -1.20 0.30
C 1.00 0.64 -0.53
N -0.24 -0.10 -0.07
C -0.32 0.49 -0.15
C 0.14 -0.11 -0.13
N -0.33 0.24 0.32
N -0.49 0.12 0.12
H 0.06 0.03 -0.08
H 0.01 -0.11 0.06
H -0.05 -0.01 -0.02
H 0.13 0.00 0.12
H 0.05 0.12 -0.02
H 0.10 -0.02 -0.04
H 0.05 -0.06 0.04
H -0.02 0.08 -0.08



[7]
ORCA calculation (the ωB97M-V functional and the def2-TZVPD basis) on C4H8N4 in the gas phase.

Its structure (SMILES) is [H]/N=C/N(/C=N/[H])/N=C/C. The orbital gap comes out at 9.588 eV. The HOMO energy comes out at -8.90 eV. As for the total energy: -10233.739 eV. The energy relative to the best compared isomer or geometry (same formula, charge and spin) is 4.503 eV.

Last column: Mulliken charge in e.
Atoms and positions in Å:
H  -1.4335  2.8383  -0.2603  0.303
N  -1.8511  1.9038  0.2632  -0.517
C  -1.0060  1.1216  -0.1804  -0.294
N  -0.8556  -0.3066  0.0454  0.474
C  -1.8507  -1.2399  -0.0298  0.048
N  -3.0429  -0.8865  0.3918  -0.581
H  -3.6796  -1.6396  0.0851  0.242
N  0.4788  -0.7755  -0.1216  -0.712
C  1.3750  0.1004  0.1870  -0.143
C  2.8392  -0.2471  0.2167  -0.887
H  -0.4188  1.3381  -1.0745  0.530
H  -1.4855  -2.3639  -0.6328  0.248
H  1.2384  1.0369  0.5079  0.558
H  3.4043  0.6823  -0.3708  0.250
H  3.1817  -0.3627  1.3740  0.235
H  3.1065  -1.1996  -0.4010  0.244

Force components x, y, z for each atom (eV/Å):
H -2.24 -2.30 1.68
N 0.88 4.12 -0.41
C 0.53 -3.10 -1.96
N 1.81 0.78 -0.13
C -2.02 -1.71 -0.78
N 2.08 -1.99 -1.60
H 0.17 0.43 0.44
N -0.32 1.42 0.70
C 1.04 -4.89 -1.25
C 1.94 0.29 -0.83
H 0.74 0.22 0.37
H -1.06 3.52 2.05
H -1.31 3.52 1.32
H -1.10 -2.38 1.94
H -0.55 0.45 -2.93
H -0.60 1.62 1.39



[8]
ORCA calculation (the ωB97M-V functional and the def2-TZVPD basis) on C4H8N4O in the gas phase.

Its structure (SMILES) is CCCN/N=N\N=C=O. The orbital gap comes out at 9.385 eV. The HOMO energy comes out at -9.37 eV. As for the total energy: -12281.666 eV. The energy relative to the best compared isomer or geometry (same formula, charge and spin) is 4.772 eV.

Last column: Mulliken charge in e.
Atoms and positions in Å:
C  -2.5927  -0.4831  -0.3572  -1.154
C  -1.1317  -0.0533  -0.5399  -0.166
C  -0.5029  0.7659  0.5307  -0.709
N  0.8978  0.4980  0.5627  0.209
N  1.7137  1.5457  0.3984  -0.155
N  2.8539  1.3793  -0.0347  -0.469
N  3.3758  0.1339  -0.2580  -0.083
C  2.9119  -1.0110  -0.1284  0.607
O  3.0242  -2.1747  -0.1069  -0.397
H  -3.4005  0.1345  -0.8075  0.304
H  -2.6122  -1.5132  -0.7201  0.327
H  -2.7915  -0.4387  0.7023  0.303
H  -0.8923  0.3648  -1.4443  0.417
H  -0.6060  -0.9948  -0.3761  0.146
H  -0.5669  1.8332  0.5106  0.395
H  -0.9743  0.5264  1.5217  0.281
H  1.2936  -0.5128  0.5465  0.144

Force components x, y, z for each atom (eV/Å):
C -0.10 0.66 -0.33
C -0.93 -1.39 1.96
C -0.87 -0.03 2.47
N 2.01 -1.57 0.42
N -1.24 -1.05 -0.40
N 1.79 1.35 0.02
N -1.57 -0.65 0.32
C 2.94 -0.13 -0.72
O -1.25 -0.08 0.21
H 0.80 -0.36 -0.11
H -0.71 0.19 0.10
H -0.22 -0.45 0.46
H 0.49 0.65 -2.54
H 0.22 -0.18 -0.73
H -0.30 0.71 -0.63
H 0.38 -0.15 -0.62
H -1.46 2.48 0.10



[9]
ORCA calculation (the ωB97M-V functional and the def2-TZVPD basis) on 2 unconnected molecules or ions with the total composition C4H8N4O.

Its structure (SMILES) is C/C=N\c1ncno1.N. The orbital gap comes out at 10.333 eV. The HOMO energy comes out at -9.97 eV. As for the total energy: -12283.239 eV. The energy relative to the best compared isomer or geometry (same formula, charge and spin) is 3.198 eV.

Last column: Mulliken charge in e.
Atoms and positions in Å:
C  -1.6530  0.8663  -1.1863  -1.142
C  -1.0068  1.0468  0.1504  0.343
N  0.1757  0.7947  0.5390  -0.415
C  1.1386  0.1407  -0.2268  0.483
N  2.2370  0.6801  -0.7048  -0.592
C  2.9695  -0.3747  -1.1615  0.045
N  2.4102  -1.5272  -1.0536  -0.347
O  1.1877  -1.1754  -0.4312  -0.155
H  -2.3118  1.6997  -1.5096  0.355
H  -0.9438  0.8411  -2.0858  0.311
H  -2.1751  -0.0963  -1.3254  0.294
H  -1.6604  1.3817  0.9918  0.431
H  3.9388  -0.0942  -1.6778  0.349
N  -1.3147  -1.2195  2.2813  -0.677
H  -0.3432  -1.6150  2.3084  0.240
H  -1.0569  -0.3587  1.8757  0.222
H  -1.5917  -0.9902  3.2162  0.253

Force components x, y, z for each atom (eV/Å):
C 0.80 0.09 -2.66
C -0.44 -0.03 0.46
N 0.07 -1.05 -0.59
C 2.29 0.50 -1.33
N -0.53 0.92 0.69
C 1.05 1.94 -1.10
N -0.56 0.14 0.37
O -1.40 -1.06 0.73
H 0.04 -0.52 0.88
H -0.23 -0.01 1.57
H -0.10 0.42 0.67
H 0.32 0.17 -0.91
H -1.24 -1.17 0.80
N 1.45 -1.29 -0.27
H -1.32 -0.16 0.43
H -0.20 1.23 -0.42
H -0.02 -0.14 0.67



[10]
ORCA calculation (the ωB97M-V functional and the def2-TZVPD basis) on C4H8N4O in the gas phase.

Its structure (SMILES) is [H]/N=C/C(N)(N)C(N)=C=O. The orbital gap comes out at 8.581 eV. The HOMO energy comes out at -8.30 eV. As for the total energy: -12283.280 eV. The energy relative to the best compared isomer or geometry (same formula, charge and spin) is 3.157 eV.

Last column: Mulliken charge in e.
Atoms and positions in Å:
H  2.3361  2.4012  -0.6323  0.267
N  1.6178  1.9522  -0.0527  -0.601
C  1.1614  0.8981  -0.6245  -0.587
C  -0.3706  0.2712  -0.1020  1.188
N  -1.2697  0.3084  -1.1929  -0.629
N  -0.8797  1.1356  0.9069  -0.800
C  0.0168  -1.1054  0.3568  -0.461
N  -0.9620  -2.0935  0.5735  -0.591
C  1.3230  -1.3180  0.3223  0.541
O  2.4257  -1.7364  0.2912  -0.446
H  1.5279  0.5596  -1.6091  0.450
H  -1.6182  -0.6249  -1.3908  0.305
H  -2.0482  0.9286  -1.0036  0.270
H  -0.1576  1.2499  1.6185  0.323
H  -0.9682  2.0750  0.5192  0.290
H  -0.5868  -3.0349  0.6442  0.242
H  -1.5478  -1.8667  1.3754  0.240

Force components x, y, z for each atom (eV/Å):
H 0.12 -0.36 0.36
N -0.67 -1.09 -0.84
C -1.71 1.58 0.22
C 2.79 0.89 -0.42
N -0.16 -0.59 -0.98
N 0.31 0.30 1.22
C 0.38 0.97 -0.52
N -0.37 -0.39 0.34
C 0.75 -1.82 0.61
O -1.07 0.87 -0.10
H -0.15 -0.20 0.30
H -0.06 0.22 -0.08
H 0.08 -0.20 -0.03
H -0.21 -0.03 0.02
H -0.05 -0.17 -0.02
H -0.19 0.27 0.04
H 0.22 -0.24 -0.12